[1]
A 2-piece molecular cluster, C2H6Se overall in a non-equilibrium geometry. Source: the Open Molecules 2025 dataset; level of theory: wB97M-V/def2-TZVPD.

Geometry (Å):
C 0.548 -1.841 0.687
C -1.331 1.864 -0.471
Se -0.174 2.951 -1.176
H -0.229 -2.070 1.401
H 1.463 -2.245 1.150
H 0.772 -0.789 0.457
H -1.736 2.464 0.351
H 0.441 -2.338 -0.215
H 0.247 2.003 -2.185

Energy relative to the best compared isomer or geometry (same formula, charge and spin) (eV): 0.897
Charge: 0
HOMO level (spin up / spin down) (eV): -7.341 / -10.311
Spin multiplicity: 3
⟨S²⟩: 2.009

=====

[2]
One molecule with the formula C2H7B2NS2 in a non-equilibrium geometry. Source: the Open Molecules 2025 dataset; level of theory: wB97M-V/def2-TZVPD.

Geometry (Å):
C -2.340 0.821 -0.474
B -0.964 0.766 0.212
N 0.157 0.282 -0.556
B 1.237 -0.090 0.349
C 2.174 -1.269 -0.022
S 1.297 0.707 2.007
S -0.654 1.294 1.975
H -2.847 -0.119 -0.296
H -2.410 1.025 -1.540
H -2.904 1.599 0.050
H 0.132 -0.161 -1.464
H 2.095 -1.553 -1.065
H 3.239 -1.201 0.254
H 1.785 -2.103 0.569

SMILES string: CB1NB(C)SS1
Charge: 0
HOMO level (eV): -8.520

=====

[3]
One molecule with the formula C2H7BN2 in a non-equilibrium geometry. Source: the Open Molecules 2025 dataset; level of theory: wB97M-V/def2-TZVPD.

Geometry (Å):
B -1.354 1.236 0.049
C -0.095 -1.059 -0.236
C 1.208 -0.183 0.061
N -1.344 -0.152 -0.031
N 0.955 1.190 -0.282
H -2.006 2.171 0.263
H -0.111 -1.528 -1.296
H -0.268 -1.780 0.621
H 1.662 -0.270 1.024
H 2.017 -0.643 -0.573
H -2.092 -0.838 0.080
H 1.427 1.857 0.320

Energy relative to the best compared isomer or geometry (same formula, charge and spin) (eV): 2.563
Charge: 0
HOMO level (eV): -7.582

=====

[4]
An isolated ion of composition C2H7BNO2 and charge +1 in a non-equilibrium geometry. Source: the Open Molecules 2025 dataset; level of theory: wB97M-V/def2-TZVPD.

Geometry (Å):
N 1.871 0.454 -0.041
C 0.614 0.312 0.650
C -0.467 -0.438 -0.083
B -2.002 -0.290 -0.022
O -2.546 0.377 0.941
O -2.514 -0.729 -1.166
H 1.961 -0.485 -0.490
H 2.630 0.532 0.585
H 1.955 1.131 -0.820
H 0.497 1.026 1.394
H 0.003 -0.781 -1.068
H -3.444 0.636 0.993
H -3.477 -0.661 -1.258

Energy relative to the best compared isomer or geometry (same formula, charge and spin) (eV): 0.855
SMILES string: [NH3+]/C=C/B(O)O
Charge: +1
HOMO level (eV): -14.549